# C25H37N4P3Pt

A structure of composition C25H37N4P3Pt (the ωB97M-V functional and the def2-TZVPD basis, OMol25).

Properties
**2S+1**: 5
**Molar mass**: 681.60 u
**⟨S²⟩**: 6.0766
**HOMO-LUMO gap (alpha / beta)**: 6.426 / 3.338 eV
**Charge**: +2

Each line ends with the Löwdin spin population.
Geometry (Å):
C  4.88  0.52  1.30  -0.012
C  3.82  0.41  0.40  0.096
C  3.13  -0.84  0.36  0.029
C  3.13  -1.70  1.48  0.103
C  4.24  -1.63  2.33  -0.013
C  5.12  -0.55  2.19  0.133
C  1.89  -2.54  1.55  0.067
C  1.79  -3.27  0.24  0.104
C  1.81  -2.38  -0.87  0.031
C  1.20  -2.73  -2.10  0.092
C  0.99  -4.09  -2.35  -0.009
C  1.32  -5.02  -1.35  0.134
C  1.68  -4.63  -0.05  -0.013
H  5.48  1.44  1.32  -0.003
H  4.42  -2.41  3.07  -0.003
H  5.97  -0.46  2.86  0.007
H  1.82  -3.17  2.43  0.000
H  0.56  -4.40  -3.32  -0.003
H  1.20  -6.08  -1.58  0.007
H  1.87  -5.38  0.73  -0.003
N  2.32  -1.11  -0.71  0.397
Pt  -0.02  0.26  0.04  0.750
C  3.24  1.51  -0.44  0.034
H  3.12  1.19  -1.48  0.004
H  3.84  2.43  -0.42  0.003
C  0.74  -1.58  -2.97  0.045
H  1.56  -0.88  -3.17  0.004
H  0.29  -1.93  -3.90  0.006
P  1.53  1.96  0.11  0.123
P  -0.54  -0.54  -2.13  0.230
C  -2.05  -1.48  -2.50  0.018
H  -2.95  -0.88  -2.34  0.001
H  -2.00  -1.78  -3.55  0.003
H  -2.09  -2.38  -1.88  0.005
C  -0.64  0.93  -3.19  0.048
H  -1.03  0.60  -4.16  0.010
H  -1.31  1.68  -2.77  0.002
H  0.36  1.36  -3.33  0.001
C  1.83  2.65  1.77  0.023
H  2.72  3.30  1.71  0.003
H  0.97  3.23  2.12  0.001
H  2.03  1.82  2.46  0.005
C  1.12  3.37  -0.98  0.008
H  0.10  3.75  -0.79  0.001
H  1.84  4.17  -0.76  0.001
H  1.21  3.07  -2.03  0.000
H  1.00  -1.75  1.50  0.059
H  -0.91  -1.11  -0.18  0.132
C  -4.79  1.08  1.60  0.024
N  -3.76  1.14  2.66  0.121
C  -3.46  2.54  3.03  0.016
N  -3.09  3.35  1.85  0.459
C  -4.16  3.29  0.84  0.014
N  -4.44  1.89  0.42  0.163
C  -3.34  1.33  -0.35  0.055
P  -1.85  1.21  0.77  0.273
C  -2.55  0.42  2.29  0.053
C  -1.80  2.99  1.31  0.104
H  -5.72  1.48  2.02  0.001
H  -4.92  0.03  1.29  0.005
H  -2.63  2.55  3.75  0.002
H  -4.38  2.98  3.46  0.001
H  -3.86  3.87  -0.04  0.001
H  -5.08  3.69  1.29  0.001
H  -3.60  0.32  -0.71  0.011
H  -3.07  1.98  -1.19  0.001
H  -1.81  0.49  3.10  0.006
H  -2.77  -0.64  2.08  0.013
H  -1.56  3.62  0.44  0.007
H  -1.02  3.13  2.07  0.010

=====

# C4H13NOS

A cluster of 2 separate species, C4H13NOS in total (the ωB97M-V functional and the def2-TZVPD basis, OMol25).

Properties
**Molar mass**: 123.22 u
**SMILES string**: CCNCCS.O
**Relative energy (zero: lowest compared OMol25 entry of this formula, charge and spin)**: 79.2 kJ/mol
**HOMO-LUMO gap**: 9.505 eV

Each line ends with the natural charge from an NBO analysis.
Geometry (Å):
C  0.80  -0.45  -2.51  -0.208
N  0.39  -0.71  -1.14  -0.640
C  1.44  -1.03  -0.18  -0.235
C  1.16  -0.41  1.19  -0.507
S  -0.43  -0.94  1.90  -0.060
C  1.70  0.78  -2.61  -0.625
H  -0.13  -0.30  -3.04  0.195
H  1.32  -1.29  -2.98  0.158
H  -0.34  -1.40  -1.11  0.369
H  1.57  -2.10  -0.03  0.175
H  2.38  -0.60  -0.51  0.199
H  1.13  0.68  1.08  0.217
H  1.96  -0.65  1.89  0.208
H  -0.81  0.26  2.34  0.127
H  2.72  0.55  -2.32  0.202
H  1.25  1.58  -2.02  0.212
H  1.69  1.16  -3.63  0.215
H  -4.05  3.81  1.81  0.466
H  -3.34  2.83  0.91  0.467
O  -4.16  2.94  1.41  -0.933